(i)
{
  "formula": "C6H10N",
  "method": "ωB97M-V/def2-TZVPD",
  "species": ["C", "C", "C", "N", "C", "C", "C", "H", "H", "H", "H", "H", "H", "H", "H", "H", "H"],
  "coordinates": [[3.062, -0.285, -0.590], [2.113, -0.624, 0.033], [0.825, -0.813, 0.597], [-0.253, 0.182, -0.036], [0.016, 1.648, 0.157], [-1.618, -0.251, 0.358], [-2.399, -0.719, -0.590], [3.863, -0.430, -1.202], [0.669, -0.835, 1.671], [0.419, -1.740, 0.368], [-0.036, 0.016, -0.999], [0.325, 1.780, 1.219], [0.866, 1.890, -0.423], [-0.809, 2.393, -0.031], [-1.715, -0.035, 1.382], [-3.393, -1.201, -0.419], [-1.934, -0.977, -1.496]],
  "lumo_ev": -3.14,
  "total_charge": 1
}

(ii)
{
  "formula": "C6H10N",
  "method": "ωB97M-V/def2-TZVPD",
  "species": ["C", "C", "C", "C", "C", "C", "N", "H", "H", "H", "H", "H", "H", "H", "H", "H", "H"],
  "coordinates": [[0.771, 1.408, 0.737], [-0.358, 1.665, 0.104], [-1.096, 1.042, -0.923], [0.685, -0.073, 0.469], [1.695, -0.584, -0.512], [-1.521, -1.043, 0.635], [-0.662, -0.210, -0.255], [1.445, 2.050, 1.292], [-2.216, 0.988, -0.917], [-0.486, 0.942, -1.926], [0.761, -0.789, 1.250], [1.995, 0.247, -1.305], [1.417, -1.444, -0.937], [2.730, -0.718, 0.020], [-1.731, -0.500, 1.527], [-2.541, -1.121, 0.119], [-0.886, -1.860, 0.620]],
  "lumo_ev": -5.74,
  "total_charge": 1
}

Least stable: (ii)

(i)
{
  "formula": "C6H10N",
  "method": "ωB97M-V/def2-TZVPD",
  "species": ["C", "N", "C", "C", "C", "C", "C", "H", "H", "H", "H", "H", "H", "H", "H", "H", "H"],
  "coordinates": [[-0.914, -1.182, 1.198], [-0.009, -0.482, 0.711], [1.326, -0.411, 1.183], [-0.222, 0.389, -0.502], [0.450, -0.179, -1.721], [-0.452, 1.798, -0.238], [-1.526, 1.165, -0.631], [-0.859, -1.817, 2.072], [-1.821, -1.149, 0.745], [1.782, -1.419, 1.226], [1.276, -0.140, 2.183], [1.669, 0.420, 0.555], [-0.022, -1.113, -1.891], [1.549, -0.323, -1.565], [0.309, 0.508, -2.517], [-0.060, 2.587, 0.340], [-2.478, 1.349, -1.149]],
  "lumo_ev": -4.59,
  "total_charge": 1
}

(ii)
{
  "formula": "C6H10N",
  "method": "ωB97M-V/def2-TZVPD",
  "species": ["C", "C", "N", "C", "C", "C", "C", "H", "H", "H", "H", "H", "H", "H", "H", "H", "H"],
  "coordinates": [[2.376, -0.919, -0.517], [1.751, -0.103, 0.331], [0.445, 0.799, -0.182], [-0.458, 1.508, 0.747], [-0.871, 0.274, 0.068], [-1.442, -1.092, 0.427], [-1.772, -0.294, -0.875], [3.028, -1.681, -0.073], [2.147, -0.945, -1.509], [2.022, 0.047, 1.377], [0.599, 0.995, -1.255], [-0.672, 2.576, 0.531], [-0.195, 1.275, 1.756], [-2.099, -1.008, 1.241], [-0.783, -1.979, 0.201], [-1.144, -0.623, -1.725], [-2.792, 0.032, -1.097]],
  "lumo_ev": -3.17,
  "total_charge": 1
}

Least stable: (ii)

(i)
{
  "formula": "C6H10N",
  "method": "ωB97M-V/def2-TZVPD",
  "species": ["C", "C", "C", "C", "C", "C", "N", "H", "H", "H", "H", "H", "H", "H", "H", "H", "H"],
  "coordinates": [[3.935, 0.727, -0.320], [1.117, -1.307, -0.123], [-0.024, -0.473, -0.609], [2.036, -0.387, 0.722], [-1.906, 1.028, 0.118], [-1.287, -0.372, 0.080], [2.940, 0.321, 0.151], [4.508, 1.470, -0.806], [0.772, -2.121, 0.515], [1.700, -1.714, -0.951], [0.178, 0.222, -1.414], [1.704, -0.096, 1.704], [-2.010, 1.445, -0.878], [-1.280, 1.691, 0.707], [-2.889, 0.989, 0.574], [-1.963, -1.009, -0.521], [-1.257, -0.836, 1.070]],
  "lumo_ev": [-5.33, -6.25],
  "total_charge": 1
}

(ii)
{
  "formula": "C6H10N",
  "method": "ωB97M-V/def2-TZVPD",
  "species": ["N", "C", "C", "C", "C", "C", "C", "H", "H", "H", "H", "H", "H", "H", "H", "H", "H"],
  "coordinates": [[2.143, 0.559, 0.310], [1.173, -0.573, 0.171], [0.423, -0.959, -1.100], [-0.414, -0.303, -0.052], [-1.664, -0.855, 0.543], [-2.330, 0.280, 0.514], [-1.181, 0.995, -0.221], [2.250, 1.081, -0.563], [3.036, 0.105, 0.508], [1.933, 1.142, 1.138], [1.390, -1.189, 0.980], [0.435, -0.347, -1.965], [0.224, -1.976, -1.201], [-2.003, -1.653, 1.107], [-3.225, 0.622, 0.936], [-1.322, 1.184, -1.329], [-0.870, 1.886, 0.224]],
  "lumo_ev": -3.76,
  "total_charge": 1
}

Least stable: (i)

(i)
{
  "formula": "C3H2F2S",
  "method": "ωB97M-V/def2-TZVPD",
  "species": ["F", "C", "C", "F", "C", "S", "H", "H"],
  "coordinates": [[1.597, -1.999, 0.015], [1.081, -0.758, 0.019], [-0.226, -0.550, 0.156], [-1.061, -1.600, 0.407], [-0.896, 0.725, 0.055], [-0.279, 2.202, -0.338], [1.825, 0.034, -0.148], [-1.937, 0.629, 0.388]],
  "lumo_ev": -1.31
}

(ii)
{
  "formula": "C3H2F2S",
  "method": "ωB97M-V/def2-TZVPD",
  "species": ["F", "C", "C", "F", "C", "S", "H", "H"],
  "coordinates": [[-2.544, -0.676, -0.107], [-1.179, -0.893, 0.131], [-0.535, 0.180, 0.202], [-1.057, 1.462, -0.106], [0.931, 0.592, 0.166], [2.297, -0.376, -0.080], [-0.733, -1.951, 0.043], [1.080, 1.630, 0.150]],
  "lumo_ev": -1.34
}

Least stable: (ii)